# 1
A cluster of 4 separate species, C13H27BrClN2O12P in total in a non-equilibrium geometry. Source: OMol25; level of theory: ωB97M-V/def2-TZVPD.

Summary:
Gap between HOMO and LUMO = 7.76 eV
Total charge = 0
Electronic energy = -133322.699 eV
SMILES = NCCCN(C(=O)OBr)P(O)Cl.COC(=O)OC.COC(=O)OC.COC(=O)OC
E_LUMO = -1.329 eV
Highest occupied orbital energy = -9.085 eV

Positions of all 57 atoms, in Å:
N1 -1.07 0.66 -2.69
C1 -2.19 -0.28 -2.86
C2 -2.62 -0.83 -1.50
C3 -2.28 -2.30 -1.17
N2 -1.03 -2.82 -1.83
C4 -0.16 -3.37 -0.86
O1 0.43 -2.71 -0.07
O2 0.07 -4.73 -0.90
Br1 -1.44 -5.72 -0.66
P1 -1.13 -3.80 -3.27
O3 -2.67 -3.39 -3.65
Cl1 -0.07 -2.55 -4.59
H1 -0.28 0.20 -2.26
H2 -0.77 1.03 -3.58
H3 -1.95 -1.09 -3.55
H4 -3.02 0.28 -3.29
H5 -2.16 -0.20 -0.73
H6 -3.70 -0.73 -1.39
H7 -3.11 -2.97 -1.37
H8 -2.09 -2.34 -0.10
H9 -2.87 -3.68 -4.55
C5 5.19 2.10 -4.07
O4 5.17 0.75 -4.56
C6 4.04 0.42 -5.17
O5 3.08 1.13 -5.33
O6 4.14 -0.85 -5.58
C7 2.98 -1.34 -6.26
H10 6.17 2.22 -3.60
H11 5.07 2.81 -4.88
H12 4.40 2.24 -3.33
H13 2.78 -0.76 -7.16
H14 2.11 -1.30 -5.60
H15 3.20 -2.37 -6.52
C8 2.69 2.83 4.22
O7 2.79 1.42 4.02
C9 1.80 0.89 3.30
O8 0.87 1.50 2.83
O9 2.00 -0.42 3.20
C10 0.97 -1.12 2.47
H16 3.55 3.11 4.81
H17 2.70 3.35 3.26
H18 1.77 3.08 4.75
H19 0.91 -0.74 1.45
H20 0.02 -1.00 2.97
H21 1.28 -2.16 2.46
C11 -3.98 1.68 7.64
O10 -3.58 1.21 6.35
C12 -2.96 2.12 5.60
O11 -2.75 3.26 5.92
O12 -2.64 1.56 4.44
C13 -1.97 2.44 3.52
H22 -4.46 0.83 8.12
H23 -3.12 2.01 8.21
H24 -4.69 2.50 7.54
H25 -1.04 2.80 3.95
H26 -2.61 3.28 3.26
H27 -1.75 1.84 2.64

These are the Löwdin partial charges, in e, on atoms 1 to 5: -0.001 -0.305 -0.160 -0.195 -0.226

---

# 2
A structure of composition C13H27Cl2FeO3P in a non-equilibrium geometry. Source: OMol25; level of theory: ωB97M-V/def2-TZVPD.

Summary:
Spin multiplicity = 6
Gap between HOMO and LUMO (alpha / beta) = 3.75 / 5.15 eV
Total charge = -1
Electronic energy = -88781.222 eV
Relative energy (zero: lowest compared OMol25 entry of this formula, charge and spin) = 8.52 kcal per mole
E_LUMO (alpha / beta) = 2.553 / 2.547 eV
Highest occupied orbital energy (alpha / beta) = -1.200 / -2.603 eV

Positions of all 47 atoms, in Å:
Fe1 -1.23 -1.71 -2.18
Cl1 -0.69 0.31 -2.81
Cl2 -2.43 -1.97 -0.38
C1 -1.97 -2.53 -3.47
H1 -2.57 -3.49 -3.45
H2 -1.60 -2.15 -4.47
C2 0.99 -0.86 -0.36
C3 0.41 -2.05 -0.94
H3 1.56 -0.33 -1.13
C4 1.45 -2.75 -1.84
H4 0.17 -2.79 -0.17
C5 2.70 -3.24 -1.06
H5 1.01 -3.63 -2.32
H6 1.81 -2.08 -2.64
C6 3.15 -2.31 0.06
H7 2.52 -4.26 -0.67
H8 3.53 -3.34 -1.75
C7 2.05 -1.36 0.66
H9 3.55 -2.92 0.88
H10 3.97 -1.66 -0.33
H11 1.54 -1.93 1.45
H12 2.54 -0.50 1.13
C8 0.70 3.93 -0.85
C9 1.20 3.10 0.31
O1 1.19 1.67 0.11
P1 -0.02 0.66 0.34
O2 -1.29 1.63 0.20
C10 -2.75 1.57 -0.04
C11 -3.36 2.94 0.02
O3 0.01 0.22 1.87
C12 -1.11 0.21 2.78
C13 -0.52 0.03 4.16
H13 1.13 3.63 -1.80
H14 1.00 4.97 -0.69
H15 -0.38 3.91 -0.95
H16 2.26 3.29 0.45
H17 0.65 3.36 1.22
H18 -2.93 1.09 -1.00
H19 -3.17 0.92 0.72
H20 -2.99 3.59 -0.77
H21 -4.44 2.86 -0.08
H22 -3.16 3.44 0.96
H23 -1.63 1.18 2.74
H24 -1.82 -0.59 2.54
H25 0.18 0.84 4.38
H26 -1.30 0.02 4.93
H27 0.06 -0.90 4.22

These are the Löwdin partial charges, in e, on atoms 1 to 5: -0.042 0.043 0.007 -0.414 -0.086

---

# 3
A cluster of 2 separate species, C13H27N3O5 in total in a non-equilibrium geometry. Source: OMol25; level of theory: ωB97M-V/def2-TZVPD.

Summary:
Gap between HOMO and LUMO = 5.91 eV
Total charge = 0
Electronic energy = -28625.317 eV
Relative energy (zero: lowest compared OMol25 entry of this formula, charge and spin) = 0.00 kcal per mole
E_LUMO = -0.635 eV
Highest occupied orbital energy = -6.542 eV

Positions of all 48 atoms, in Å:
O1 3.79 0.94 1.85
O2 1.75 -3.69 -0.17
O3 0.23 1.03 0.63
O4 3.25 -3.78 1.47
O5 -4.69 0.27 -1.95
C1 3.80 -0.19 2.32
C2 2.08 -3.65 1.03
C3 0.81 0.60 1.63
N1 0.76 1.34 2.75
N2 2.73 -0.98 2.37
C4 5.06 -0.76 2.92
C5 1.24 1.00 4.09
C6 -3.82 -0.38 -2.88
C7 1.00 -3.31 2.05
C8 0.47 -1.87 1.90
C9 -2.99 2.71 -2.55
C10 -1.30 1.02 -2.21
C11 -1.39 2.23 -4.29
C12 -3.14 0.63 -3.83
C13 1.51 -0.79 1.56
N3 -2.22 1.63 -3.21
H1 -5.11 -0.37 -1.35
H2 0.32 2.23 2.63
H3 2.92 -1.94 2.64
H4 5.88 -0.07 2.75
H5 5.28 -1.71 2.44
H6 4.91 -0.92 3.99
H7 1.08 -0.06 4.30
H8 0.70 1.59 4.83
H9 2.30 1.22 4.16
H10 -4.41 -1.09 -3.48
H11 -3.07 -0.96 -2.34
H12 0.16 -4.01 1.96
H13 1.40 -3.42 3.06
H14 -0.03 -1.61 2.84
H15 -0.29 -1.87 1.12
H16 -3.67 3.20 -3.25
H17 -2.31 3.47 -2.14
H18 -3.58 2.31 -1.72
H19 -0.73 0.19 -2.64
H20 -0.59 1.76 -1.82
H21 -1.86 0.63 -1.35
H22 -0.78 1.46 -4.78
H23 -0.72 2.98 -3.88
H24 -2.02 2.70 -5.05
H25 -2.58 0.04 -4.57
H26 -3.93 1.16 -4.37
H27 1.80 -0.93 0.52

These are the Löwdin partial charges, in e, on atoms 1 to 5: 0.032 -0.070 -0.003 -0.076 -0.073

---

# 4
A cluster of 2 separate species, C13H27N5O5PS in total in a non-equilibrium geometry. Source: OMol25; level of theory: ωB97M-V/def2-TZVPD.

Summary:
Gap between HOMO and LUMO = 8.31 eV
Total charge = +1
Electronic energy = -51717.871 eV
E_LUMO = -3.506 eV
Highest occupied orbital energy = -11.820 eV

Positions of all 52 atoms, in Å:
C1 5.30 -3.00 0.51
C2 4.69 -2.41 -0.61
N1 3.25 -2.18 -0.79
C3 2.58 -1.31 0.01
N2 3.23 -0.60 1.09
C4 2.14 0.17 1.59
P1 2.61 1.28 3.05
N3 2.45 0.40 4.38
N4 0.87 -0.01 0.91
C5 -0.40 0.71 1.23
C6 -1.67 -0.24 1.45
C7 -1.98 -0.62 2.98
C8 -1.31 -2.04 3.33
O1 -2.18 -2.96 4.01
N5 1.20 -0.93 -0.05
C9 0.28 -1.52 -1.06
C10 -0.09 -3.01 -0.51
O2 0.78 -3.86 -0.23
H1 6.39 -3.33 0.41
H2 4.73 -3.09 1.48
H3 5.39 -2.05 -1.45
H4 2.75 -2.65 -1.57
H5 1.84 2.49 3.04
H6 4.01 1.61 2.93
H7 1.78 0.87 5.00
H8 -0.22 1.25 2.23
H9 -0.55 1.53 0.45
H10 -2.58 0.36 1.07
H11 -1.67 -1.20 0.85
H12 -3.12 -0.78 3.04
H13 -1.74 0.21 3.73
H14 -0.97 -2.56 2.36
H15 -0.39 -1.82 3.98
H16 -3.08 -2.60 4.13
H17 -0.65 -0.87 -1.18
H18 0.81 -1.70 -2.06
H19 -1.21 -3.22 -0.36
O3 -1.20 0.85 -3.75
S1 -1.33 2.01 -2.91
O4 -1.94 1.93 -1.60
O5 -2.05 3.19 -3.74
C11 -3.33 2.93 -4.32
C12 -4.43 2.89 -3.28
C13 0.25 2.77 -2.73
H20 -3.30 2.01 -4.91
H21 -3.53 3.75 -5.02
H22 -4.30 2.05 -2.60
H23 -5.41 2.79 -3.75
H24 -4.42 3.80 -2.67
H25 0.72 2.87 -3.71
H26 0.86 2.12 -2.09
H27 0.13 3.74 -2.25

These are the Löwdin partial charges, in e, on atoms 1 to 5: 0.050 -0.160 0.077 -0.227 0.147

---

# 5
A cluster of 2 separate species, C13H27NO4 in total in a non-equilibrium geometry. Source: OMol25; level of theory: ωB97M-V/def2-TZVPD.

Summary:
Gap between HOMO and LUMO = 8.03 eV
Total charge = 0
Electronic energy = -23597.582 eV
Relative energy (zero: lowest compared OMol25 entry of this formula, charge and spin) = 14.78 kcal per mole
E_LUMO = 0.229 eV
Highest occupied orbital energy = -7.806 eV

Positions of all 45 atoms, in Å:
C1 -5.03 -2.59 -1.61
O1 -3.79 -2.65 -2.29
C2 -3.12 -1.40 -2.30
C3 -2.50 -1.03 -0.95
C4 -1.80 -2.20 -0.24
C5 -0.34 -2.43 -0.66
C6 0.59 -1.27 -0.30
C7 0.84 -1.17 1.21
C8 1.96 -0.14 1.51
C9 2.37 -0.32 3.00
O2 2.72 0.87 3.69
C10 1.77 1.89 3.45
C11 1.93 2.31 1.99
N1 1.39 1.19 1.18
H1 -4.92 -2.51 -0.52
H2 -5.63 -1.75 -2.00
H3 -5.58 -3.50 -1.85
H4 -2.41 -1.40 -3.12
H5 -3.86 -0.61 -2.53
H6 -1.80 -0.21 -1.13
H7 -3.25 -0.62 -0.27
H8 -2.34 -3.13 -0.42
H9 -1.86 -2.03 0.84
H10 -0.30 -2.64 -1.73
H11 0.01 -3.33 -0.15
H12 1.56 -1.41 -0.79
H13 0.20 -0.31 -0.65
H14 -0.08 -0.79 1.68
H15 1.05 -2.13 1.69
H16 2.78 -0.43 0.85
H17 1.61 -0.91 3.52
H18 3.27 -0.93 3.01
H19 1.94 2.74 4.11
H20 0.76 1.49 3.61
H21 2.97 2.53 1.76
H22 1.31 3.19 1.85
H23 0.37 1.19 1.22
H24 1.63 1.40 0.18
C12 2.71 3.88 -2.73
C13 1.59 3.17 -1.97
O3 1.93 2.15 -1.28
O4 0.45 3.64 -2.09
H25 3.67 3.40 -2.57
H26 2.49 3.87 -3.80
H27 2.77 4.92 -2.40

These are the Löwdin partial charges, in e, on atoms 1 to 5: -0.116 -0.200 -0.225 -0.173 -0.200

---

# 6
A structure of composition C13H28As3F2OPt. Source: OMol25; level of theory: ωB97M-V/def2-TZVPD.

Summary:
Gap between HOMO and LUMO = 7.19 eV
Total charge = +1
Electronic energy = -207172.703 eV
Relative energy (zero: lowest compared OMol25 entry of this formula, charge and spin) = 54.35 kcal per mole
E_LUMO = -4.030 eV
Highest occupied orbital energy = -11.223 eV

Positions of all 48 atoms, in Å:
Pt1 -2.43 1.02 -1.76
C1 1.38 0.97 -2.01
As1 -0.22 -0.05 -1.68
C2 -0.22 -1.27 -3.19
C3 0.23 -1.35 -0.28
C4 0.36 -1.02 1.22
C5 1.21 -2.14 1.83
C6 -0.99 -1.13 1.97
As2 -2.66 -0.05 1.93
C7 -2.21 1.79 1.37
C8 -3.41 -0.74 0.23
C9 1.01 0.35 1.46
As3 2.95 0.83 1.23
C10 3.58 0.34 3.02
C11 3.84 -0.65 0.28
H1 1.60 1.65 -1.19
H2 1.24 1.55 -2.92
H3 2.21 0.28 -2.14
H4 0.73 -1.81 -3.21
H5 -0.33 -0.71 -4.11
H6 -1.04 -1.98 -3.09
H7 1.19 -1.71 -0.66
H8 -0.48 -2.17 -0.42
H9 0.71 -3.11 1.71
H10 1.35 -1.97 2.90
H11 2.18 -2.21 1.37
H12 -0.75 -1.11 3.04
H13 -1.40 -2.13 1.79
H14 -2.05 2.38 2.27
H15 -3.09 2.20 0.87
H16 -1.34 1.89 0.73
H17 -3.60 -1.81 0.32
H18 -2.70 -0.69 -0.64
H19 -4.35 -0.25 0.01
H20 0.84 0.64 2.50
H21 0.49 1.10 0.86
H22 3.10 0.97 3.76
H23 4.65 0.52 3.06
H24 3.38 -0.71 3.25
H25 3.31 -0.96 -0.62
H26 4.01 -1.52 0.91
H27 4.81 -0.26 -0.03
O1 -5.41 1.66 -2.26
C12 -4.31 1.46 -2.11
F1 -0.62 2.96 -2.69
C13 -1.93 2.67 -2.80
F2 -2.61 3.70 -2.24
H28 -2.19 2.60 -3.85

These are the Löwdin partial charges, in e, on atoms 1 to 5: 0.794 -0.263 1.053 -0.264 -0.294